(1)
This record from the Open Molecules 2025 dataset describes a cluster of 3 separate species, C11H18FNO9 in total at a distorted geometry. The level of theory is the ωB97M-V functional and the def2-TZVPD basis.

XYZ file:
```
40
Properties=species:S:1:pos:R:3:forces:R:3
C 1.575756 0.485024 -3.271576 0.76 1.39 -0.06
O 1.696350 -0.867864 -3.790090 -1.30 -0.38 1.93
C 0.826283 -1.787271 -3.093924 -1.69 0.39 -1.12
N 1.561587 -2.896338 -2.414780 1.57 0.53 -1.80
F 1.157519 -3.085589 -1.113770 -0.01 0.75 1.24
C 3.032340 -2.774901 -2.542855 2.88 -2.58 -2.69
O 3.573215 -3.492710 -3.429090 -2.38 3.50 3.66
O 3.861715 -1.921594 -1.767315 -1.94 -1.55 -0.22
H 0.880230 1.115960 -3.932302 0.88 -1.04 0.99
H 2.623835 0.960895 -3.322372 -1.63 -0.76 0.06
H 1.225169 0.552743 -2.188415 0.47 -0.36 -1.55
H 0.135198 -2.271325 -3.887402 1.29 0.63 1.20
H 0.110769 -1.273089 -2.349770 1.38 -0.72 -0.83
H 3.673085 -1.998661 -0.805132 -0.26 0.13 -0.85
C 2.446617 0.990469 2.323319 0.04 -0.32 -0.25
C 1.907797 2.156679 1.522496 0.58 -0.44 0.94
C 0.529152 2.588911 1.924638 0.06 0.18 0.62
O 0.045578 3.193912 0.727956 0.32 -0.29 -0.81
C 0.696498 2.583680 -0.302500 -0.45 0.31 -0.61
O 0.408377 2.716339 -1.459367 0.21 -0.14 0.86
O 1.714163 1.801562 0.156877 -0.50 0.36 -0.55
H 3.331517 0.570520 1.838491 0.03 0.17 0.10
H 2.713018 1.302221 3.335633 -0.02 0.04 -0.11
H 1.711575 0.183259 2.391397 -0.05 0.15 -0.01
H 2.618322 2.990955 1.554214 -0.08 0.00 -0.04
H 0.534205 3.304246 2.748110 -0.14 0.05 -0.21
H -0.129760 1.759296 2.178046 0.47 0.11 0.02
C -4.887915 -1.278161 1.112890 -0.24 0.14 0.25
C -3.654525 -0.404499 1.025815 -0.89 -0.80 -0.37
C -2.393295 -1.080706 1.476716 0.35 -0.56 -0.33
O -1.589729 0.025432 1.875955 -0.26 0.52 0.23
C -2.453468 1.010630 2.263428 -0.11 0.88 0.52
O -2.123468 2.016604 2.825807 -0.52 -0.96 -0.36
O -3.734143 0.694955 1.927801 0.82 0.34 0.26
H -5.791909 -0.674009 1.006523 0.11 -0.05 -0.14
H -4.880249 -2.042849 0.332966 0.04 0.11 0.03
H -4.953951 -1.775187 2.084855 0.10 0.05 -0.07
H -3.554933 0.000782 0.012304 0.12 -0.02 0.07
H -1.908593 -1.646794 0.679744 0.13 0.17 0.11
H -2.533932 -1.733526 2.344682 -0.17 0.06 -0.10
```
Forces are in eV/Å.

The HOMO-LUMO gap is 10.3 eV. As for the total energy: -1261.62305 Ha. The value obtained for the HOMO energy is -10.049 eV. The total charge is 0. Its strongest force on any atom is 5.6 eV Å⁻¹.

Atom charges from the Mulliken analysis, given in e for atoms 1 to 8: number 1, C, carries -0.297; number 2, O, carries -0.363; number 3, C, carries -0.315; number 4, N, carries 0.100; number 5, F, carries -0.197; number 6, C, carries 0.568; number 7, O, carries -0.488; number 8, O, carries -0.419



(2)
This record from the Open Molecules 2025 dataset describes a cluster of 2 separate species, C11H18FNSi in total at a distorted geometry. The level of theory is the ωB97M-V functional and the def2-TZVPD basis.

XYZ file:
```
32
Properties=species:S:1:pos:R:3:forces:R:3
C 4.292645 -1.166764 0.258352 1.11 0.84 2.90
C 3.630787 -0.594832 1.442083 3.39 -0.71 -1.74
C 3.540855 -1.380480 -0.869125 -0.48 0.75 1.57
C 2.340273 -0.181396 1.274072 -0.60 -0.71 3.63
C 2.185051 -1.082846 -0.925211 -0.12 1.07 0.47
C 1.546945 -0.452948 0.192447 -0.35 -1.23 -2.85
C -1.115398 1.923381 -1.441807 2.85 -0.31 0.60
C -2.536129 1.289523 0.413283 -0.74 -0.85 -1.01
C -0.167553 2.147198 0.976808 -0.27 2.46 -2.04
C -0.709448 -3.032296 0.080307 -0.95 -0.83 2.02
C -1.057871 1.301116 -0.016107 -0.32 0.59 0.59
N -1.230754 -1.727486 0.123713 0.15 2.36 -0.34
F -4.398023 -2.178713 -0.836543 2.82 0.77 1.97
Si -0.333157 -0.400199 0.064301 0.39 0.23 0.22
H 5.437598 -1.398167 0.273073 -2.39 0.33 0.01
H 4.219778 -0.438542 2.420494 -1.17 -0.27 -1.77
H 4.066788 -1.747723 -1.668431 0.79 -0.96 -2.16
H 1.912062 0.031265 2.277344 -0.30 0.66 -0.98
H 1.710785 -1.214618 -1.903187 -0.28 -0.16 0.55
H -1.455257 1.239165 -2.236006 0.02 0.34 0.42
H -1.762413 2.757750 -1.301188 -0.49 0.83 -0.56
H -0.053480 2.295999 -1.657770 -1.50 -0.40 -0.22
H -2.924358 2.328174 0.509044 0.15 -0.63 -0.40
H -2.783689 0.785692 1.337547 0.28 -0.20 0.40
H -3.068232 0.678507 -0.402530 0.28 1.21 1.17
H -0.623130 3.211384 1.114315 0.32 -1.88 0.10
H -0.057718 1.639014 1.922313 0.21 0.14 0.38
H 0.825906 2.444825 0.496672 -1.00 -0.98 0.81
H 0.289658 -3.258296 -0.172441 1.51 0.39 -0.71
H -0.807369 -3.436416 1.096820 -0.25 -0.48 -0.17
H -1.369550 -3.517918 -0.568293 -0.70 -1.70 -0.95
H -3.572867 -1.962783 -0.282667 -2.36 -0.69 -1.92
```
Forces are in eV/Å.

The HOMO-LUMO gap is 9.4 eV. As for the total energy: -873.97748 Ha. Its relative energy (zero: lowest compared OMol25 entry of this formula, charge and spin) is 119.5 kJ/mol. The value obtained for the HOMO energy is -8.955 eV. The total charge is 0. Its strongest force on any atom is 3.9 eV Å⁻¹.

Atom charges from the Mulliken analysis, given in e for atoms 1 to 8: number 1, C, carries -0.266; number 2, C, carries -0.526; number 3, C, carries -0.748; number 4, C, carries -0.120; number 5, C, carries -0.315; number 6, C, carries 0.467; number 7, C, carries -1.573; number 8, C, carries -1.485



(3)
This record from the Open Molecules 2025 dataset describes a structure of composition C11H18HfN9O3 at a distorted geometry. The level of theory is the ωB97M-V functional and the def2-TZVPD basis.

XYZ file:
```
42
Properties=species:S:1:pos:R:3:forces:R:3
Hf -0.213007 -1.989629 -0.206405 1.37 1.46 -1.26
C 4.531493 -2.875529 1.975695 0.98 -0.08 0.81
O 3.612693 -2.819229 0.860995 -0.92 -0.06 -0.75
C 2.351793 -2.748629 0.961295 0.30 -0.16 1.33
O 1.630293 -2.654429 -0.096105 1.26 -0.64 0.14
N 1.701693 -2.721629 2.151395 0.29 -0.18 0.06
N 0.292693 -2.524129 2.137495 -0.02 -0.17 -0.07
H 5.525793 -2.868229 1.523495 -0.29 0.00 0.04
H 4.408993 -3.799029 2.542695 -0.15 -0.06 -0.18
H 4.424893 -2.005929 2.625795 -0.17 0.06 -0.19
H 2.157993 -2.973129 3.031195 -0.09 0.15 -0.30
H 0.042993 -1.800829 2.837695 0.20 -0.32 -0.45
H -0.205907 -3.388629 2.432495 0.41 0.45 -0.12
C -1.215907 3.887471 -0.962305 0.19 0.20 -0.01
C 0.203693 4.172071 -0.489905 0.08 -0.23 -0.15
C 0.351593 4.070971 1.015995 -0.10 0.11 0.08
C 1.236193 3.236571 -1.196505 0.23 2.13 0.27
N 0.847993 1.875671 -1.022705 -1.01 -2.14 -0.36
C 0.161393 1.084871 -1.875005 -0.10 -0.35 0.04
N -0.109707 -0.053729 -1.256905 0.37 0.67 0.13
N 0.422293 0.085471 0.006695 0.06 1.28 -1.15
N 0.980993 1.236671 0.114395 0.52 -0.42 1.26
H -1.879007 4.667971 -0.597905 -0.10 -0.03 0.03
H -1.595407 2.938171 -0.580705 -0.09 -0.12 0.09
H -1.285607 3.892971 -2.047505 -0.08 0.00 -0.20
H 0.484693 5.180771 -0.808205 0.04 -0.12 -0.04
H 0.214393 3.046271 1.372395 -0.07 0.12 0.09
H -0.399607 4.688671 1.502995 -0.03 0.02 0.05
H 1.328793 4.421071 1.338595 0.10 -0.02 0.08
H 2.214593 3.395971 -0.738005 -0.01 -0.26 -0.17
H 1.279493 3.464071 -2.261705 0.04 -0.28 0.00
H -0.100807 1.345371 -2.887605 -0.02 0.03 -0.08
N -1.673907 -2.678229 -1.781305 -1.19 -0.53 -0.01
C -2.622007 -2.284329 -0.690505 -0.98 -0.13 -1.24
O -1.929707 -2.284129 0.464995 -2.32 -0.71 1.47
C -3.911507 -1.931429 -0.857505 0.43 0.03 0.36
C -4.508207 -1.819729 -2.146205 0.45 -0.25 0.35
N -4.945207 -1.662829 -3.189905 -0.22 0.04 -0.79
C -4.725907 -1.559329 0.257295 0.65 -0.23 -0.42
N -5.365607 -1.242729 1.147495 -0.45 0.24 0.71
H -1.745507 -3.707529 -1.909605 0.04 0.42 0.06
H -1.974907 -2.298129 -2.698605 0.39 0.05 0.49
```
Forces are in eV/Å.

The HOMO-LUMO gap is 7.8 eV. As for the total energy: -1195.46629 Ha. The value obtained for the HOMO energy is -19.021 eV. The total charge is +3. Its strongest force on any atom is 2.8 eV Å⁻¹.

Atom charges from the Mulliken analysis, given in e for atoms 1 to 8: number 1, Hf, carries 2.124; number 2, C, carries -0.822; number 3, O, carries -0.267; number 4, C, carries 0.911; number 5, O, carries -0.825; number 6, N, carries -0.074; number 7, N, carries -0.651; number 8, H, carries 0.256



(4)
This record from the Open Molecules 2025 dataset describes the ion C11H18N with charge +1 at a distorted geometry. The level of theory is the ωB97M-V functional and the def2-TZVPD basis.

XYZ file:
```
30
Properties=species:S:1:pos:R:3:forces:R:3
C 0.292983 -0.826394 -0.785961 -0.23 -1.18 -0.05
C 0.738207 -1.650148 -1.804883 0.23 3.80 1.49
C -2.550456 1.030621 -1.476069 -3.82 -1.31 1.06
C -2.423768 -0.119838 -2.419761 -1.15 0.04 0.99
C -1.059468 -0.888307 -0.111686 -2.52 -0.55 1.49
C -2.363746 -0.433724 -0.936244 -0.37 -0.65 0.71
C 1.138753 -0.030512 0.069076 0.46 -1.75 -0.16
C 0.447428 0.317324 1.284388 0.57 -1.15 1.40
C 2.579583 -0.010862 -0.106374 -0.36 3.59 0.08
C 0.670566 1.661222 1.868926 -1.38 4.21 1.37
C 1.116933 -0.893355 2.275659 1.84 3.41 0.70
N -0.872168 0.003471 1.085421 -2.89 -0.43 -1.46
H 1.633493 -1.336493 -2.333448 0.21 -0.67 0.18
H 0.103244 -2.345764 -2.236553 -1.03 -1.41 -0.70
H -1.808063 1.713129 -1.219425 1.43 0.91 -0.02
H -3.645448 1.497621 -1.363067 2.68 -1.13 -0.21
H -3.400043 -0.421725 -2.768792 0.10 -0.04 -0.55
H -1.663119 -0.221023 -3.146108 1.01 -0.11 -0.34
H -1.305711 -1.963876 0.327813 0.62 1.80 -1.35
H -3.301232 -1.006693 -0.543681 1.85 1.30 -0.70
H 3.054950 0.822999 0.544549 -0.66 -0.84 -1.79
H 2.675440 -0.018719 -1.199987 1.13 0.41 0.44
H 3.025204 -0.835309 0.328112 0.76 -2.28 0.60
H 1.665328 2.104282 2.033000 0.07 -0.91 -0.46
H 0.218766 1.773301 2.900797 0.30 -0.64 -1.02
H 0.090364 2.531177 1.303523 1.09 -2.14 0.68
H 1.318761 -1.798165 1.812647 0.29 -1.63 -1.17
H 0.564340 -1.078854 3.182179 -0.90 0.40 -0.07
H 2.065928 -0.398127 2.610971 -0.49 -0.83 -0.28
H -1.627838 0.123208 1.783127 1.15 -0.19 -0.85
```
Forces are in eV/Å.

The HOMO-LUMO gap (spin up / spin down) is 6.1 / 6.1 eV. As for the total energy: -484.27409 Ha. Its relative energy (zero: lowest compared OMol25 entry of this formula, charge and spin) is 476.8 kJ/mol. The value obtained for the HOMO energy (spin up / spin down) is -12.215 / -12.213 eV. The total charge is +1. Its strongest force on any atom is 4.6 eV Å⁻¹.

Atom charges from the Mulliken analysis, given in e for atoms 1 to 8: number 1, C, carries 0.376; number 2, C, carries -1.109; number 3, C, carries -0.585; number 4, C, carries -0.660; number 5, C, carries -0.144; number 6, C, carries -0.202; number 7, C, carries 0.585; number 8, C, carries 1.175



(5)
This record from the Open Molecules 2025 dataset describes an isolated molecule of C11H18N2O at a distorted geometry. The level of theory is the ωB97M-V functional and the def2-TZVPD basis.

XYZ file:
```
32
Properties=species:S:1:pos:R:3:forces:R:3
N 0.050916 -4.416175 -1.135445 0.05 3.44 1.56
C 0.086495 -3.348163 -0.629946 0.27 -3.28 -1.82
O 0.486108 0.537147 -3.420226 -0.39 0.20 -0.28
N 0.327561 -0.861275 -0.899788 -1.51 0.52 -0.01
C 1.668091 0.432195 -2.645908 -1.49 -0.66 1.02
C -0.667551 0.697482 -2.590055 0.50 -0.32 -0.14
C 1.571516 -0.770235 -1.673408 0.28 -0.30 -0.29
C -0.893789 -0.524651 -1.727378 1.44 -0.19 0.81
C 0.078017 -0.587557 2.661470 -0.08 0.35 -0.12
C 1.382436 -0.710489 1.860652 -0.19 0.60 -0.09
C -1.150385 -0.628554 1.741925 0.23 -1.04 0.45
C 1.329311 -1.995712 1.029015 0.90 0.08 0.01
C -1.147085 -1.912773 0.887768 0.39 0.54 0.59
C 0.158218 -2.030108 0.045985 -0.16 1.30 -0.37
H 1.834095 1.325870 -2.042279 -0.12 0.37 -0.05
H 2.493723 0.309850 -3.327369 0.25 -0.17 -0.18
H -0.509386 1.591022 -1.992264 -0.13 0.23 0.35
H -1.578674 0.831505 -3.195470 0.62 0.05 -0.14
H 2.424748 -0.622963 -1.009003 -0.03 -0.33 0.20
H 1.731221 -1.683828 -2.258095 0.09 -0.14 -0.03
H -1.750815 -0.311711 -1.092953 0.04 -0.12 0.22
H -1.128287 -1.356770 -2.369487 -0.30 -0.53 -0.45
H 0.043815 -1.400468 3.402835 -0.17 0.08 -0.21
H 0.005602 0.346127 3.222724 0.38 0.02 0.08
H 2.256599 -0.720354 2.536907 -0.35 -0.13 -0.30
H 1.489075 0.184607 1.208031 -0.03 -0.59 0.29
H -1.205792 0.237369 1.098301 0.29 0.33 -0.24
H -2.046580 -0.575640 2.364672 -0.08 -0.24 -0.08
H 1.255036 -2.830943 1.707270 -0.28 -0.45 0.29
H 2.275761 -2.174287 0.513547 -0.07 0.14 -0.14
H -1.252711 -2.817912 1.509717 0.34 0.34 -0.08
H -2.019696 -1.912546 0.282186 -0.68 -0.10 -0.86
```
Forces are in eV/Å.

The HOMO-LUMO gap is 9.8 eV. As for the total energy: -614.66545 Ha. Its relative energy (zero: lowest compared OMol25 entry of this formula, charge and spin) is 88.6 kJ/mol. The value obtained for the HOMO energy is -8.999 eV. The total charge is 0. Its strongest force on any atom is 3.8 eV Å⁻¹.

Atom charges from the Mulliken analysis, given in e for atoms 1 to 8: number 1, N, carries -0.622; number 2, C, carries -0.371; number 3, O, carries -0.395; number 4, N, carries 0.461; number 5, C, carries -0.765; number 6, C, carries -0.797; number 7, C, carries -0.457; number 8, C, carries -0.511



(6)
This record from the Open Molecules 2025 dataset describes a structure of composition C11H18N2S at a distorted geometry. The level of theory is the ωB97M-V functional and the def2-TZVPD basis.

XYZ file:
```
32
Properties=species:S:1:pos:R:3:forces:R:3
C 1.990642 0.311991 -1.136761 0.28 2.12 -0.69
C 0.988830 1.549574 -1.103376 -1.47 -2.63 -0.14
C 1.383708 0.719044 1.128402 -0.04 1.83 -4.25
C -3.304006 -0.151203 -0.437050 0.34 -1.19 -0.59
C 1.656920 -0.432986 0.164420 2.61 0.40 -1.54
C 0.240045 1.353042 0.234047 -1.08 -1.71 0.61
C 0.468394 -1.296591 0.040012 -2.67 2.00 0.73
C -0.841698 0.247105 -0.023866 2.72 -1.57 0.93
C -0.502131 2.430117 0.957376 -1.17 1.17 -3.00
C 0.067187 -1.942887 -1.235304 1.11 1.15 -0.08
C 0.395775 -2.221438 1.249932 -2.86 1.69 0.25
N -2.783962 -0.501158 0.934013 -0.20 0.48 -1.15
N -1.600219 -0.175296 1.058399 -0.21 -0.15 1.52
S -1.910577 0.495358 -1.395388 -0.26 -0.17 -0.82
H 1.847430 -0.200865 -2.089710 0.10 -0.42 0.34
H 3.020756 0.806793 -1.214079 -1.09 -1.22 0.58
H 1.581361 2.415790 -1.153558 0.11 1.51 -0.28
H 0.235393 1.374256 -1.919065 1.04 1.10 0.38
H 1.061762 0.337438 2.010663 -0.79 -0.37 3.05
H 2.132191 1.577881 1.095076 -0.34 -1.61 0.77
H -3.974691 -0.887642 -0.940968 1.12 -0.15 0.52
H -3.908509 0.692804 -0.409989 -1.41 1.54 0.91
H 2.501097 -1.089690 0.392048 0.21 0.10 0.45
H -0.853330 2.079088 1.847642 -0.85 -1.31 2.55
H -1.473364 2.802939 0.435108 2.05 -0.19 0.44
H 0.222299 3.141126 1.200257 0.65 2.09 0.21
H -0.542050 -2.772443 -0.906850 -1.07 0.07 -0.81
H 0.965083 -2.411625 -1.604084 0.40 -0.22 -0.86
H -0.310934 -1.078698 -1.910969 0.28 -2.52 0.51
H 1.257110 -2.795220 1.127496 0.80 -2.41 -0.48
H -0.669930 -2.611696 1.418309 1.92 -0.30 -0.49
H 0.659431 -1.764907 2.187818 -0.22 0.89 0.41
```
Forces are in eV/Å.

The HOMO-LUMO gap is 8.6 eV. As for the total energy: -937.48451 Ha. Its relative energy (zero: lowest compared OMol25 entry of this formula, charge and spin) is 346.1 kJ/mol. The value obtained for the HOMO energy is -7.909 eV. The total charge is 0. Its strongest force on any atom is 4.6 eV Å⁻¹.

Atom charges from the Mulliken analysis, given in e for atoms 1 to 8: number 1, C, carries -0.972; number 2, C, carries -0.702; number 3, C, carries -1.362; number 4, C, carries -0.504; number 5, C, carries -0.064; number 6, C, carries 1.281; number 7, C, carries 1.337; number 8, C, carries 0.094